10 unconnected molecules or ions with the total composition C9H36N7O12, computed with wB97M-V/def2-TZVPD.

```
64
C9H36N7O12 | the OMol25 dataset | wB97M-V/def2-TZVPD
N 1.641 3.419 -16.207
O 2.516 4.175 -15.725
O 1.604 3.323 -17.445
O 0.934 2.755 -15.443
C 5.718 3.796 -14.116
O 4.531 4.710 -14.092
H 5.766 3.308 -13.143
H 5.705 3.105 -14.960
H 6.640 4.369 -14.217
H 3.788 4.253 -14.493
C -1.288 5.727 -16.192
O -2.210 5.394 -15.172
H -0.448 5.043 -16.311
H -1.820 5.773 -17.142
H -0.825 6.686 -15.962
H -2.647 4.582 -15.440
C -1.457 3.065 -18.683
O -2.528 2.183 -18.356
H -0.735 2.952 -17.875
H -0.990 2.806 -19.633
H -1.711 4.121 -18.781
H -2.814 2.377 -17.460
C 2.230 1.453 -20.213
O 1.023 1.211 -19.547
H 2.453 0.594 -20.846
H 2.146 2.344 -20.835
H 3.043 1.632 -19.510
H 1.008 1.721 -18.733
C 1.736 6.562 -19.732
O 1.030 5.285 -19.872
H 1.459 7.018 -18.782
H 2.798 6.473 -19.959
H 1.331 7.190 -20.526
H 1.097 4.920 -18.987
C 1.884 6.447 -12.740
O 1.701 6.543 -14.186
H 2.841 6.125 -12.328
H 1.511 7.351 -12.259
H 1.202 5.651 -12.442
H 1.959 5.716 -14.601
C -0.443 -0.359 -15.837
O -0.642 -1.554 -16.169
N 0.055 0.064 -14.773
N -0.918 0.690 -16.438
H 0.226 1.055 -14.675
H 0.581 -0.531 -14.149
H -0.464 1.551 -16.170
H -1.397 0.644 -17.327
C 5.134 4.436 -18.236
O 5.991 4.646 -19.042
N 4.798 3.261 -17.714
N 4.377 5.351 -17.757
H 3.939 3.191 -17.187
H 5.352 2.420 -17.782
H 3.755 5.142 -16.989
H 4.516 6.274 -18.144
C 3.081 0.991 -12.442
O 3.888 0.407 -13.140
N 2.494 2.107 -12.846
N 2.792 0.717 -11.226
H 2.586 2.352 -13.822
H 1.912 2.610 -12.192
H 2.498 1.539 -10.719
H 3.264 -0.016 -10.716
```

Lowest unoccupied orbital energy (eV): 2.33
Charge: -1
Kohn-Sham gap (eV): 9.10
HOMO energy (eV): -6.76

Results of the Löwdin charge analysis, in e, for atoms 1 through 4: -0.52, -0.08, 0.00, -0.01